Formula: H8S4
Source: the OMol25 dataset
Level of theory: ωB97M-V with the def2-TZVPD basis set

Values from the calculation:
- energy relative to the best compared isomer or geometry (same formula, charge and spin) (kcal per mole) = 4.3
- 2S+1 = 2
- total charge = +1
- LUMO (spin up / spin down) (Ha) = -0.09065 / -0.37140
- ⟨S²⟩ = 0.75
- highest occupied orbital energy (spin up / spin down) (eV) = -11.20 / -11.20
- calculated total energy (a.u.) = -1597.12980
- frontier orbital gap (spin up / spin down) (eV) = 8.736 / 1.096

CARTESIAN COORDINATES (ANGSTROEM)
S  3.462  -3.575  -4.381
H  2.458  -2.960  -5.039
H  4.380  -2.716  -4.863
H  3.987  1.731  1.973
S  2.750  1.215  1.812
H  2.421  1.416  3.090
S  -5.995  -2.448  2.819
H  -6.591  -2.497  1.643
H  -4.859  -2.073  2.280
S  -0.302  4.524  -0.166
H  0.420  5.642  0.061
H  -1.280  5.207  -0.789

Atom charges from the Löwdin analysis, given in e for atoms 1 to 8: S 0.65; H -0.17; H -0.18; H -0.16; S 0.68; H -0.17; S 0.49; H -0.24

---

Formula: H9N3
Source: the OMol25 dataset
Level of theory: ωB97M-V with the def2-TZVPD basis set

Values from the calculation:
- energy relative to the best compared isomer or geometry (same formula, charge and spin) (kcal per mole) = 2.5
- 2S+1 = 1
- total charge = 0
- LUMO (Ha) = 0.02867
- highest occupied orbital energy (eV) = -9.74
- calculated total energy (a.u.) = -169.64816
- frontier orbital gap (eV) = 10.518

CARTESIAN COORDINATES (ANGSTROEM)
N  -1.847  0.481  -1.232
H  -1.605  0.565  -0.256
H  -1.717  -0.454  -1.579
H  -2.807  0.805  -1.264
N  -0.133  -1.214  1.171
H  -0.314  -0.400  1.743
H  -0.212  -0.939  0.201
H  -0.884  -1.875  1.322
N  2.438  0.969  0.082
H  1.515  0.631  0.309
H  3.082  0.269  0.407
H  2.484  1.163  -0.903

Atom charges from the Löwdin analysis, given in e for atoms 1 to 8: N 0.01; H -0.02; H 0.00; H 0.01; N 0.01; H 0.01; H -0.03; H 0.01

---

Formula: H9NaO5
Source: the OMol25 dataset
Level of theory: ωB97M-V with the def2-TZVPD basis set

Values from the calculation:
- energy relative to the best compared isomer or geometry (same formula, charge and spin) (kcal per mole) = 17.4
- 2S+1 = 1
- total charge = 0
- LUMO (Ha) = -0.05770
- highest occupied orbital energy (eV) = -10.00
- calculated total energy (a.u.) = -543.88792
- frontier orbital gap (eV) = 8.430

CARTESIAN COORDINATES (ANGSTROEM)
Na  0.463  -0.096  -2.733
O  0.143  0.068  -0.508
H  -0.708  0.525  -0.655
O  -2.659  -0.508  0.077
H  -2.810  -1.454  0.079
H  -1.712  -0.417  -0.034
O  1.004  -2.460  -0.352
H  0.634  -2.859  0.435
H  0.594  -1.596  -0.399
O  2.256  0.493  1.120
H  2.548  1.390  0.955
H  1.410  0.431  0.675
O  -0.262  2.316  0.782
H  -0.024  1.471  0.402
H  -0.879  2.696  0.156

Atom charges from the Löwdin analysis, given in e for atoms 1 to 8: Na 0.84; O -0.45; H -0.05; O -0.05; H 0.03; H -0.03; O -0.07; H 0.03

---

Formula: H9O4
Source: the OMol25 dataset
Level of theory: ωB97M-V with the def2-TZVPD basis set

Values from the calculation:
- energy relative to the best compared isomer or geometry (same formula, charge and spin) (kcal per mole) = 24.8
- 2S+1 = 1
- total charge = +1
- LUMO (Ha) = -0.13830
- highest occupied orbital energy (eV) = -15.50
- calculated total energy (a.u.) = -306.08698
- frontier orbital gap (eV) = 11.735

CARTESIAN COORDINATES (ANGSTROEM)
O  0.729  0.214  -0.643
H  0.171  -0.405  -1.147
H  0.180  1.015  -0.589
H  0.581  -0.265  0.583
O  0.106  -0.550  1.583
H  -0.516  0.162  1.725
H  0.807  -0.442  2.250
O  -0.180  2.315  1.022
H  -0.684  2.867  0.401
H  -0.231  2.894  1.797
O  0.007  -2.433  -2.165
H  -0.644  -3.013  -1.750
H  -0.325  -2.361  -3.067

Atom charges from the Löwdin analysis, given in e for atoms 1 to 8: O 0.08; H 0.09; H 0.08; H 0.09; O 0.20; H 0.11; H 0.17; O -0.04

---

Formula: H9O4
Source: the OMol25 dataset
Level of theory: ωB97M-V with the def2-TZVPD basis set

Values from the calculation:
- energy relative to the best compared isomer or geometry (same formula, charge and spin) (kcal per mole) = 7.4
- 2S+1 = 1
- total charge = +1
- LUMO (Ha) = -0.11089
- highest occupied orbital energy (eV) = -16.53
- calculated total energy (a.u.) = -306.11468
- frontier orbital gap (eV) = 13.515

CARTESIAN COORDINATES (ANGSTROEM)
O  0.842  -1.519  -1.828
H  0.369  -1.601  -2.637
H  1.725  -1.908  -1.839
O  -0.919  -0.896  2.127
H  -0.897  -0.711  3.047
H  -1.584  -1.554  1.991
O  -0.069  2.441  -0.428
H  0.643  2.845  0.079
H  -0.738  3.124  -0.509
O  0.210  -0.071  0.002
H  -0.127  -0.392  0.885
H  0.159  0.895  -0.051
H  0.386  -0.652  -0.839

Atom charges from the Löwdin analysis, given in e for atoms 1 to 8: O 0.07; H 0.09; H 0.12; O 0.03; H 0.07; H 0.08; O 0.00; H 0.09

---

Formula: H9O4
Source: the OMol25 dataset
Level of theory: ωB97M-V with the def2-TZVPD basis set

Values from the calculation:
- energy relative to the best compared isomer or geometry (same formula, charge and spin) (kcal per mole) = 3.3
- 2S+1 = 1
- total charge = +1
- LUMO (Ha) = -0.11724
- highest occupied orbital energy (eV) = -16.69
- calculated total energy (a.u.) = -306.12111
- frontier orbital gap (eV) = 13.499

CARTESIAN COORDINATES (ANGSTROEM)
O  0.304  0.473  -0.651
H  -0.203  0.974  0.082
H  1.086  0.018  -0.198
H  -0.338  -0.274  -0.844
O  -1.486  -1.383  -0.910
H  -1.999  -1.485  -1.729
H  -1.769  -2.106  -0.349
O  2.298  -0.711  0.447
H  2.870  -0.320  1.105
H  2.839  -1.387  0.006
O  -1.122  1.654  1.046
H  -0.906  1.872  1.958
H  -1.403  2.475  0.621

Atom charges from the Löwdin analysis, given in e for atoms 1 to 8: O 0.17; H 0.06; H 0.07; H 0.08; O 0.00; H 0.10; H 0.09; O 0.01

---

What did the fourth record say?
Formula: H9O4
Source: the OMol25 dataset
Level of theory: ωB97M-V with the def2-TZVPD basis set

Values from the calculation:
- energy relative to the best compared isomer or geometry (same formula, charge and spin) (kcal per mole) = 24.8
- 2S+1 = 1
- total charge = +1
- LUMO (Ha) = -0.13830
- highest occupied orbital energy (eV) = -15.50
- calculated total energy (a.u.) = -306.08698
- frontier orbital gap (eV) = 11.735

CARTESIAN COORDINATES (ANGSTROEM)
O  0.729  0.214  -0.643
H  0.171  -0.405  -1.147
H  0.180  1.015  -0.589
H  0.581  -0.265  0.583
O  0.106  -0.550  1.583
H  -0.516  0.162  1.725
H  0.807  -0.442  2.250
O  -0.180  2.315  1.022
H  -0.684  2.867  0.401
H  -0.231  2.894  1.797
O  0.007  -2.433  -2.165
H  -0.644  -3.013  -1.750
H  -0.325  -2.361  -3.067

Atom charges from the Löwdin analysis, given in e for atoms 1 to 8: O 0.08; H 0.09; H 0.08; H 0.09; O 0.20; H 0.11; H 0.17; O -0.04

---

Question: Look up the energy relative to the best compared isomer or geometry (same formula, charge and spin) of the third one.
Answer: 17.4 kcal per mole